1.
H4N2O3Si | ωB97M-V/def2-TZVPD

Its max |F| is 3.023 eV/Å. The calculation puts the energy relative to the best compared isomer or geometry (same formula, charge and spin) at 31.5 kcal per mole. The value obtained for the total energy is -627.06837 hartree. The calculation puts the gap between HOMO and LUMO at 10.10 eV. The HOMO energy comes out at -9.86 eV. Its structure (SMILES) is N[SiH]=O.O=NO.

Geometry as ORCA input:
```
! wB97M-V def2-TZVPD RIJCOSX def2/J DEFGRID3
* xyz 0 1
N 2.40533 -0.32474 -0.74929
Si 1.50343 0.54528 0.37077
O 0.35717 0.13230 1.24253
H 3.31437 0.08824 -0.90023
H 2.32911 -1.29443 -1.01525
H 2.06743 2.00814 0.28991
O -4.46254 -0.06304 -0.27390
N -3.53628 -0.52562 0.34420
O -2.29815 -0.02927 0.03527
H -1.67986 -0.53685 0.65599
*
```

2.
H4N2O3Si | ωB97M-V/def2-TZVPD

Its max |F| is 5.426 eV/Å. The calculation puts the energy relative to the best compared isomer or geometry (same formula, charge and spin) at 6.4 kcal per mole. The value obtained for the total energy is -627.10832 hartree. The calculation puts the gap between HOMO and LUMO at 10.73 eV. The HOMO energy comes out at -10.63 eV. Its structure (SMILES) is N[Si@H](O)[N+](=O)[O-].

Geometry as ORCA input:
```
! wB97M-V def2-TZVPD RIJCOSX def2/J DEFGRID3
* xyz 0 1
N -0.45763 0.83010 -1.18221
Si 0.59654 0.02705 -0.09649
O 0.80603 -1.50519 -0.66876
N -0.28183 -0.10504 1.50790
O 0.33809 0.23741 2.50554
O -1.42427 -0.54709 1.46371
H -0.32880 1.40723 -2.01183
H -1.21641 1.11954 -0.74397
H 1.78856 0.47466 0.40629
H 0.17973 -1.93866 -1.18018
*
```

3.
H4N2Si | ωB97M-V/def2-TZVPD

Its max |F| is 3.186 eV/Å. The calculation puts the energy relative to the best compared isomer or geometry (same formula, charge and spin) at 41.9 kcal per mole. The value obtained for the total energy is -401.31367 hartree. The calculation puts the gap between HOMO and LUMO at 9.89 eV. The HOMO energy comes out at -9.17 eV. Its structure (SMILES) is N1N[SiH2]1.

Geometry as ORCA input:
```
! wB97M-V def2-TZVPD RIJCOSX def2/J DEFGRID3
* xyz 0 1
N 0.80213 0.69365 0.24361
N 0.39471 -0.69977 0.82205
Si -0.57183 -0.10154 -0.51225
H 0.50324 1.55003 0.75134
H 1.34875 -1.09891 0.83672
H -1.99046 0.10549 -0.32855
H -0.48655 -0.44894 -1.81291
*
```

4.
H4N3O2S | ωB97M-V/def2-TZVPD

Its max |F| is 2.571 eV/Å. The calculation puts the energy relative to the best compared isomer or geometry (same formula, charge and spin) at 0.0 kcal per mole. The value obtained for the total energy is -715.30324 hartree. The calculation puts the gap between HOMO and LUMO at 7.22 eV. The HOMO energy comes out at -3.08 eV.

Geometry as ORCA input:
```
! wB97M-V def2-TZVPD RIJCOSX def2/J DEFGRID3
* xyz -1 1
N -0.08492 0.96977 0.32438
N -0.10436 -1.31906 0.22869
N 0.52195 -0.17908 0.91378
O 2.06363 -0.13366 -1.30047
O 3.27154 0.76159 0.58607
S 2.51831 -0.36650 0.07515
H -0.02678 1.69308 0.98329
H 0.39270 1.04645 -0.53589
H 0.16942 -1.44785 -0.72971
H -1.03599 -1.04341 0.26324
*
```

5.
H4N3P | ωB97M-V/def2-TZVPD

Its max |F| is 4.042 eV/Å. The calculation puts the energy relative to the best compared isomer or geometry (same formula, charge and spin) at 23.6 kcal per mole. The value obtained for the total energy is -507.92033 hartree. The calculation puts the gap between HOMO and LUMO at 9.39 eV. The HOMO energy comes out at -8.57 eV. Its structure (SMILES) is N/N=N/P.

Geometry as ORCA input:
```
! wB97M-V def2-TZVPD RIJCOSX def2/J DEFGRID3
* xyz 0 1
N 1.82856 -0.23289 0.13826
N 0.53986 -0.60159 0.36035
N -0.34342 0.15839 -0.18930
P -1.98205 -0.31314 -0.04309
H 2.16400 0.62892 -0.27430
H 2.39611 -0.36635 0.93961
H -2.16890 -0.25998 -1.36954
H -2.43415 0.98664 0.43802
*
```

6.
H4N4 | ωB97M-V/def2-TZVPD

Its max |F| is 3.712 eV/Å. The calculation puts the energy relative to the best compared isomer or geometry (same formula, charge and spin) at 78.1 kcal per mole. The value obtained for the total energy is -221.28825 hartree. The calculation puts the gap between HOMO and LUMO at 10.28 eV. The HOMO energy comes out at -9.10 eV.

Geometry as ORCA input:
```
! wB97M-V def2-TZVPD RIJCOSX def2/J DEFGRID3
* xyz 0 1
N 0.62595 1.05585 -0.02857
N -1.09918 -0.10038 -0.71575
N 0.39875 -0.91175 0.87469
N -0.05352 -0.15232 -0.02495
H 0.54666 1.55188 -0.88729
H -1.90727 -0.73068 -0.60962
H 1.63407 0.95578 0.34929
H -0.14547 -1.66838 1.04220
*
```

7.
H4N4O | ωB97M-V/def2-TZVPD

Its max |F| is 3.730 eV/Å. The calculation puts the energy relative to the best compared isomer or geometry (same formula, charge and spin) at 43.7 kcal per mole. The value obtained for the total energy is -296.45618 hartree. The calculation puts the gap between HOMO and LUMO at 8.88 eV. The HOMO energy comes out at -8.26 eV.

Geometry as ORCA input:
```
! wB97M-V def2-TZVPD RIJCOSX def2/J DEFGRID3
* xyz 0 1
N -1.92114 0.47019 -0.05767
N 1.42001 -0.77337 -0.01356
N -0.08661 0.89506 0.28996
N 1.11427 0.49356 0.19218
O -2.16069 -0.72146 0.30469
H 0.78522 -1.57042 -0.11254
H 2.37765 -1.20232 -0.00824
H -1.49693 0.47716 -1.05357
H -0.03179 1.93161 0.45876
*
```

8.
H4N4O2 | ωB97M-V/def2-TZVPD

Its max |F| is 3.629 eV/Å. The calculation puts the energy relative to the best compared isomer or geometry (same formula, charge and spin) at 45.5 kcal per mole. The value obtained for the total energy is -371.66406 hartree. The calculation puts the gap between HOMO and LUMO (alpha / beta) at 9.36 / 9.36 eV. The HOMO energy (alpha / beta) comes out at -8.80 / -8.80 eV.

Geometry as ORCA input:
```
! wB97M-V def2-TZVPD RIJCOSX def2/J DEFGRID3
* xyz 0 1
N -1.21761 0.65924 -0.54432
N -1.29761 1.02916 0.68732
N 1.48018 -1.06521 -0.12489
N 1.49033 -0.28021 -1.09511
O 0.45710 0.56886 -1.23072
O 0.53481 -1.20294 0.69081
H -0.99103 0.39701 1.38163
H -1.32891 2.10026 0.91868
H 2.19859 -1.84656 -0.19514
H -1.32584 -0.35962 -0.48825
*
```

9.
H4N5 | ωB97M-V/def2-TZVPD

Its max |F| is 4.591 eV/Å. The calculation puts the energy relative to the best compared isomer or geometry (same formula, charge and spin) at 87.5 kcal per mole. The value obtained for the total energy is -275.74813 hartree. The calculation puts the gap between HOMO and LUMO at 7.66 eV. The HOMO energy comes out at -14.22 eV.

Geometry as ORCA input:
```
! wB97M-V def2-TZVPD RIJCOSX def2/J DEFGRID3
* xyz 1 1
N 2.93330 0.05024 0.23967
N 0.76275 0.01270 -0.40466
N 1.83633 -0.03113 -0.17879
N -2.07127 0.24073 0.39985
N -1.75694 -0.49903 -0.50489
H 3.79592 -0.54358 -0.08725
H -2.76914 -0.28792 1.07292
H -1.58421 1.13661 0.73818
H -1.14674 -0.07863 -1.27505
*
```

10.
H4NO2P2 | ωB97M-V/def2-TZVPD

Its max |F| is 4.590 eV/Å. The calculation puts the energy relative to the best compared isomer or geometry (same formula, charge and spin) at 23.3 kcal per mole. The value obtained for the total energy is -890.44284 hartree. The calculation puts the gap between HOMO and LUMO at 8.20 eV. The HOMO energy comes out at -3.94 eV.

Geometry as ORCA input:
```
! wB97M-V def2-TZVPD RIJCOSX def2/J DEFGRID3
* xyz -1 1
N -0.70145 1.80066 -0.46292
O 1.38163 -0.49012 1.27208
O 1.60338 -0.83448 -1.23321
P -0.94190 -2.08344 -0.04260
P 0.80570 -1.04233 0.02445
H -0.33892 2.46472 0.22145
H -0.83347 0.97561 -0.01338
H 0.08913 1.52013 -1.15801
H -1.06410 -2.31075 1.39215
*
```

11.
H4NO2PS | ωB97M-V/def2-TZVPD

Its max |F| is 5.103 eV/Å. The calculation puts the energy relative to the best compared isomer or geometry (same formula, charge and spin) at 91.3 kcal per mole. The value obtained for the total energy is -947.12282 hartree. The calculation puts the gap between HOMO and LUMO at 10.16 eV. The HOMO energy comes out at -9.97 eV.

Geometry as ORCA input:
```
! wB97M-V def2-TZVPD RIJCOSX def2/J DEFGRID3
* xyz 0 1
N 1.67071 0.09997 -0.41478
O -2.31837 0.78439 -1.96842
O -0.77786 -0.71024 -0.42630
P -1.09627 -0.01967 -2.07505
S 0.03428 0.64494 -0.34657
H 1.95326 -0.21088 0.43489
H 1.90282 -0.39473 -1.28342
H -0.79387 0.09291 2.70012
H -0.57470 -0.28668 3.37954
*
```

12.
H4NO2PS | ωB97M-V/def2-TZVPD

Its max |F| is 1.234 eV/Å. The calculation puts the energy relative to the best compared isomer or geometry (same formula, charge and spin) at 16.8 kcal per mole. The value obtained for the total energy is -947.24141 hartree. The calculation puts the gap between HOMO and LUMO at 9.93 eV. The HOMO energy comes out at -9.62 eV. Its structure (SMILES) is NP(=O)=S.O.

Geometry as ORCA input:
```
! wB97M-V def2-TZVPD RIJCOSX def2/J DEFGRID3
* xyz 0 1
N -0.46318 -0.58311 -0.57646
P 0.76610 -1.65614 -0.43409
O 1.71556 -1.29529 0.60870
S 0.81505 -3.17447 -1.62497
H -0.48403 0.24746 0.00807
H -1.16858 -0.69677 -1.28465
O -0.46489 2.03476 0.98770
H 0.25856 2.30947 1.55275
H -0.97458 2.81409 0.76295
*
```

13.
H4NO3PS2 | ωB97M-V/def2-TZVPD

Its max |F| is 2.381 eV/Å. The calculation puts the energy relative to the best compared isomer or geometry (same formula, charge and spin) at 4.5 kcal per mole. The value obtained for the total energy is -1420.55683 hartree. The calculation puts the gap between HOMO and LUMO at 9.03 eV. The HOMO energy comes out at -8.72 eV.

Geometry as ORCA input:
```
! wB97M-V def2-TZVPD RIJCOSX def2/J DEFGRID3
* xyz 0 1
N -1.41359 1.53869 0.02053
O 0.15757 0.10612 1.42974
O 0.53022 0.26131 -1.05998
O 0.81147 -2.31380 0.94291
P -0.72867 -0.02895 0.06185
S 0.37197 -0.01891 -2.77651
S 1.38729 -1.08676 1.39032
H -1.95916 1.72891 0.87120
H -2.06484 1.69139 -0.74347
H 1.61409 -0.63601 -2.91569
H 1.29365 -1.24198 2.77911
*
```

14.
H4NO3PS2 | ωB97M-V/def2-TZVPD

Its max |F| is 3.015 eV/Å. The calculation puts the energy relative to the best compared isomer or geometry (same formula, charge and spin) at 0.0 kcal per mole. The value obtained for the total energy is -1420.47136 hartree. The calculation puts the gap between HOMO and LUMO (alpha / beta) at 5.86 / 7.47 eV. The expectation value of S² is 2.01. The HOMO energy (alpha / beta) comes out at -5.51 / -9.71 eV.

Geometry as ORCA input:
```
! wB97M-V def2-TZVPD RIJCOSX def2/J DEFGRID3
* xyz 0 3
N 0.49186 -0.81457 -1.69979
O -0.74809 -1.92506 0.34817
O -1.39512 0.47172 -0.27547
O 0.78931 0.48245 1.26163
P -0.32365 -0.72137 -0.30652
S -0.65680 1.75780 -1.06557
S -0.34325 0.68219 2.28267
H 0.97845 -1.68216 -1.79511
H 1.16174 -0.14173 -2.04487
H 0.01181 2.12682 0.08383
H 0.03373 -0.23609 3.21104
*
```

15.
H4NOPS2 | ωB97M-V/def2-TZVPD

Its max |F| is 2.581 eV/Å. The calculation puts the energy relative to the best compared isomer or geometry (same formula, charge and spin) at 2.3 kcal per mole. The value obtained for the total energy is -1270.04183 hartree. The calculation puts the gap between HOMO and LUMO (alpha / beta) at 6.72 / 5.32 eV. The expectation value of S² is 2.01. The HOMO energy (alpha / beta) comes out at -6.27 / -9.06 eV.

Geometry as ORCA input:
```
! wB97M-V def2-TZVPD RIJCOSX def2/J DEFGRID3
* xyz 0 3
N -1.36484 0.18755 0.29780
O 0.18091 -1.59498 -0.76794
P 0.05301 -0.02390 -0.54595
S 0.13119 1.21360 -2.04829
S 1.62252 0.34656 1.34599
H -0.98745 0.29712 1.24004
H -1.96105 0.95449 0.12757
H 0.02270 -2.08519 0.03553
H 2.30302 0.70475 0.31524
*
```

16.
H4NP | ωB97M-V/def2-TZVPD

Its max |F| is 5.660 eV/Å. The calculation puts the energy relative to the best compared isomer or geometry (same formula, charge and spin) at 50.3 kcal per mole. The value obtained for the total energy is -398.39751 hartree. The calculation puts the gap between HOMO and LUMO at 9.01 eV. The HOMO energy comes out at -8.76 eV.

Geometry as ORCA input:
```
! wB97M-V def2-TZVPD RIJCOSX def2/J DEFGRID3
* xyz 0 1
N 0.34197 0.65934 0.31155
P -0.39880 -0.78873 -0.21783
H 0.09026 0.54972 1.80523
H -0.29202 1.44251 0.15179
H 0.80250 -1.45080 -0.49091
H -0.54391 -0.41204 -1.55984
*
```

17.
H4O2 | ωB97M-V/def2-TZVPD

Its max |F| is 1.622 eV/Å. The calculation puts the energy relative to the best compared isomer or geometry (same formula, charge and spin) at 4.6 kcal per mole. The value obtained for the total energy is -152.86762 hartree. The calculation puts the gap between HOMO and LUMO at 12.32 eV. The HOMO energy comes out at -11.55 eV. Its structure (SMILES) is O.O.

Geometry as ORCA input:
```
! wB97M-V def2-TZVPD RIJCOSX def2/J DEFGRID3
* xyz 0 1
O 1.59562 -0.08232 -0.05968
H 2.28845 0.28328 0.52271
H 0.92544 0.54479 -0.29068
O -1.64211 -0.04712 -0.07099
H -1.71704 0.82309 0.30924
H -1.12489 -0.61566 0.50402
*
```

18.
H4O2 | ωB97M-V/def2-TZVPD

Its max |F| is 2.599 eV/Å. The calculation puts the energy relative to the best compared isomer or geometry (same formula, charge and spin) at 4.9 kcal per mole. The value obtained for the total energy is -152.86706 hartree. The calculation puts the gap between HOMO and LUMO at 12.01 eV. The HOMO energy comes out at -11.27 eV. Its structure (SMILES) is O.O.

Geometry as ORCA input:
```
! wB97M-V def2-TZVPD RIJCOSX def2/J DEFGRID3
* xyz 0 1
O -1.06173 -1.65941 0.36532
H -0.77975 -0.75816 0.01970
H -1.24594 -2.08354 -0.51047
O 1.08977 1.16838 -0.17650
H 1.05671 1.23223 0.79158
H 0.94094 2.10051 -0.48963
*
```